Density functional theory data (ωB97M-V/def2-TZVPD) for a structure of composition C47H41F6N2O4PS2Sb2Ti.

```
106
C47H41F6N2O4PS2Sb2Ti (ωB97M-V/def2-TZVPD)
Ti -1.80 0.64 0.51
F -3.48 5.27 1.02
C -2.21 5.22 1.38
F -1.53 6.18 0.79
F -2.12 5.35 2.70
S -1.50 3.57 0.93
O -0.28 3.39 1.66
O -2.55 2.61 1.37
N -1.40 3.68 -0.62
S -1.38 2.28 -1.43
O -0.42 1.37 -0.56
O -2.69 1.50 -0.99
C 1.60 -0.02 -3.73
F 1.45 1.21 -4.41
F 2.13 0.47 -2.47
F 2.76 -0.52 -4.31
C 2.16 0.56 3.48
C 2.60 1.99 3.17
C 3.77 2.05 2.18
Sb 3.23 1.50 0.14
C 2.68 3.45 -0.54
C 2.44 3.60 -1.91
C 2.07 4.84 -2.42
C 1.93 5.93 -1.58
C 2.16 5.78 -0.21
C 2.53 4.54 0.30
C 5.22 1.60 -0.65
C 6.14 2.54 -0.21
C 7.41 2.60 -0.77
C 7.77 1.72 -1.79
C 6.85 0.79 -2.24
C 5.58 0.72 -1.68
Sb 0.96 -0.41 1.97
C -0.90 -0.75 3.02
C -1.47 -2.00 3.24
C -2.85 -2.13 3.42
C -3.68 -1.02 3.37
C -3.13 0.24 3.20
C -1.74 0.37 3.04
C 1.76 -2.37 2.13
C 2.13 -3.05 0.98
C 2.71 -4.31 1.06
C 2.91 -4.90 2.30
C 2.55 -4.23 3.46
C 1.98 -2.96 3.38
H 3.03 -0.09 3.61
H 1.57 0.51 4.40
H 2.90 2.46 4.11
H 1.75 2.57 2.79
H 4.55 1.35 2.48
H 4.22 3.04 2.18
H 2.53 2.75 -2.58
H 1.89 4.94 -3.48
H 1.64 6.89 -1.98
H 2.04 6.63 0.45
H 2.68 4.44 1.37
H 5.87 3.25 0.56
H 8.12 3.34 -0.42
H 8.76 1.78 -2.23
H 7.12 0.12 -3.05
H 4.86 0.01 -2.06
H -0.85 -2.89 3.24
H -3.27 -3.12 3.57
H -4.75 -1.14 3.47
H -3.76 1.12 3.19
H -1.31 1.37 2.96
H 1.98 -2.59 0.00
H 3.00 -4.83 0.15
H 3.37 -5.88 2.36
H 2.71 -4.68 4.42
H 1.72 -2.44 4.29
N -2.17 -0.97 0.05
P -3.04 -1.98 -0.83
C -4.70 -2.05 -0.15
C -5.20 -3.18 0.48
C -6.45 -3.13 1.09
C -7.19 -1.95 1.07
C -6.68 -0.82 0.44
C -5.44 -0.86 -0.17
C -2.34 -3.63 -0.75
C -2.75 -4.61 -1.65
C -2.24 -5.89 -1.55
C -1.32 -6.20 -0.56
C -0.91 -5.23 0.34
C -1.41 -3.94 0.24
C -3.15 -1.48 -2.54
C -2.04 -0.88 -3.14
C -2.09 -0.51 -4.47
C -3.24 -0.76 -5.21
C -4.35 -1.36 -4.62
C -4.31 -1.72 -3.28
H -4.63 -4.09 0.50
H -6.85 -4.01 1.58
H -8.16 -1.91 1.54
H -7.26 0.10 0.42
H -5.04 0.02 -0.67
H -3.45 -4.36 -2.44
H -2.55 -6.65 -2.26
H -0.92 -7.21 -0.48
H -0.18 -5.46 1.11
H -1.09 -3.16 0.92
H -1.13 -0.67 -2.58
H -1.22 -0.01 -4.88
H -3.29 -0.47 -6.25
H -5.24 -1.55 -5.19
H -5.17 -2.17 -2.81
```

largest force on an atom = 0.56 eV/A
energy relative to the best compared isomer or geometry (same formula, charge and spin) = 53.49 kcal/mol
frontier orbital gap = 0.17599 Eh
molar mass = 1198.338 g mol⁻¹

These are the Löwdin partial charges, in e, on atoms 1 to 6:
1 Ti 0.88
2 F 0.16
3 C -0.69
4 F 0.17
5 F 0.15
6 S 0.61


Density functional theory data (ωB97M-V/def2-TZVPD) for a structure of composition C47H55Br2LaN12OS4 at a distorted geometry.

```
122
C47H55Br2LaN12OS4 (ωB97M-V/def2-TZVPD)
La 1.13 -0.01 1.21
Br 0.81 -2.40 3.67
C -0.70 -1.47 4.42
Br -0.37 0.42 4.44
H -0.86 -1.81 5.43
H -1.55 -1.64 3.77
N -1.18 -0.50 1.40
S -2.47 -0.67 0.74
N -2.85 0.05 -0.70
S -2.26 -0.17 -2.11
N -0.74 -0.14 -2.36
S 0.41 1.01 -2.11
N 0.92 1.21 -0.76
C 1.62 0.40 -3.28
C 2.94 0.45 -2.90
C 3.92 -0.02 -3.76
C 3.55 -0.55 -4.99
C 2.21 -0.62 -5.36
C 1.23 -0.13 -4.50
C -0.23 2.54 -2.81
C 0.14 2.98 -4.07
C -0.30 4.22 -4.50
C -1.11 5.00 -3.68
C -1.47 4.54 -2.42
C -1.02 3.31 -1.97
C -2.68 -1.75 -2.83
C -1.69 -2.69 -3.04
C -2.03 -3.90 -3.63
C -3.34 -4.15 -4.00
C -4.33 -3.19 -3.79
C -4.00 -1.98 -3.20
C -3.21 0.94 -3.14
C -2.95 0.92 -4.50
C -3.66 1.77 -5.33
C -4.63 2.61 -4.79
C -4.90 2.59 -3.43
C -4.18 1.75 -2.59
C -2.93 -2.39 0.48
C -4.06 -2.73 -0.24
C -4.43 -4.06 -0.32
C -3.66 -5.03 0.31
C -2.52 -4.68 1.02
C -2.15 -3.35 1.10
C -3.80 0.02 1.74
C -4.99 -0.64 2.01
C -5.93 -0.03 2.83
C -5.67 1.21 3.38
C -4.46 1.85 3.13
C -3.52 1.26 2.30
H 3.19 0.85 -1.92
H 4.96 0.03 -3.48
H 4.31 -0.93 -5.66
H 1.93 -1.04 -6.31
H 0.19 -0.17 -4.77
H 0.79 2.39 -4.70
H 0.00 4.59 -5.48
H -1.45 5.97 -4.02
H -2.09 5.15 -1.78
H -1.27 2.95 -0.98
H -0.67 -2.47 -2.75
H -1.26 -4.64 -3.80
H -3.60 -5.10 -4.45
H -5.35 -3.39 -4.09
H -4.75 -1.22 -3.04
H -2.20 0.25 -4.91
H -3.47 1.77 -6.39
H -5.18 3.27 -5.44
H -5.67 3.23 -3.02
H -4.37 1.72 -1.52
H -4.66 -1.96 -0.71
H -5.32 -4.34 -0.87
H -3.96 -6.07 0.26
H -1.92 -5.44 1.50
H -1.25 -3.04 1.63
H -5.19 -1.62 1.60
H -6.86 -0.54 3.04
H -6.41 1.69 4.02
H -4.26 2.81 3.58
H -2.57 1.73 2.10
C 2.75 3.62 6.01
C 1.68 3.81 5.00
N 0.74 4.69 5.05
N 0.00 4.49 3.92
C 0.46 3.49 3.15
S -0.12 2.96 1.68
N 1.55 3.05 3.85
N 2.33 1.96 3.46
H 2.73 4.48 6.68
H 3.73 3.56 5.54
H 2.58 2.72 6.60
H -0.80 5.06 3.73
H 3.11 2.28 2.90
H 2.66 1.50 4.30
O 2.93 2.40 0.79
H 2.09 2.85 0.60
H 3.45 2.49 -0.02
C 1.34 -2.18 -0.07
H 2.10 -2.14 -0.86
H 0.37 -2.33 -0.58
H 1.53 -3.08 0.52
C 4.22 -2.39 1.70
N 5.56 -2.86 1.97
C 6.52 -1.99 1.30
N 6.37 -0.60 1.75
C 5.02 -0.15 1.48
N 4.00 -0.99 2.16
C 4.31 -0.97 3.61
N 5.65 -1.42 3.91
C 5.81 -2.79 3.42
C 6.61 -0.56 3.20
H 3.50 -3.04 2.22
H 4.04 -2.44 0.63
H 6.35 -2.03 0.22
H 7.53 -2.33 1.51
H 4.84 -0.19 0.40
H 4.91 0.88 1.83
H 3.59 -1.61 4.13
H 4.21 0.06 3.97
H 5.11 -3.45 3.94
H 6.83 -3.12 3.62
H 7.62 -0.91 3.40
H 6.50 0.47 3.55
```

total charge = +2
largest force on an atom = 1.76 eV/A
energy relative to the best compared isomer or geometry (same formula, charge and spin) = 5.89 kcal/mol
frontier orbital gap = 0.27649 Eh
molar mass = 1231.022 g mol⁻¹

These are the Löwdin partial charges, in e, on atoms 1 to 6:
1 La 1.53
2 Br 0.67
3 C -0.98
4 Br 0.68
5 H 0.02
6 H -0.02


Density functional theory data (ωB97M-V/def2-TZVPD) for a structure of composition C2H5BO3 at a distorted geometry.

```
11
C2H5BO3 (ωB97M-V/def2-TZVPD)
B -1.48 0.10 0.13
C 2.47 -0.29 0.05
C 1.20 -0.19 -0.18
O -1.48 1.38 0.36
O -2.30 -0.87 -0.18
O 0.19 -0.67 0.56
H 3.16 0.09 -0.67
H 2.72 -0.76 1.00
H 0.91 0.32 -1.19
H -2.19 1.94 0.59
H -3.19 -1.06 -0.45
```

largest force on an atom = 4.64 eV/A
energy relative to the best compared isomer or geometry (same formula, charge and spin) = 69.53 kcal/mol
frontier orbital gap = 0.28410 Eh
molar mass = 87.871 g mol⁻¹

These are the natural (NBO) partial charges, in e, on atoms 1 to 6:
1 B 1.36
2 C -0.56
3 C 0.17
4 O -0.91
5 O -0.93
6 O -0.73


Density functional theory data (ωB97M-V/def2-TZVPD) for a structure of composition C21H26IN4O6ReS2 at a distorted geometry.

```
61
C21H26IN4O6ReS2 (ωB97M-V/def2-TZVPD)
Re 0.41 0.11 0.38
C -1.64 0.26 -3.37
C -1.36 -0.97 -3.96
C -0.57 -1.89 -3.27
C -0.07 -1.54 -2.02
N -0.33 -0.35 -1.44
C -1.11 0.52 -2.12
C 0.78 -2.37 -1.17
C 1.23 -3.66 -1.46
C 2.04 -4.31 -0.53
C 2.36 -3.68 0.66
C 1.87 -2.40 0.87
N 1.09 -1.74 -0.01
H -2.26 0.99 -3.88
H -1.76 -1.22 -4.94
H -0.35 -2.85 -3.73
H -1.29 1.47 -1.62
H 0.98 -4.15 -2.39
H 2.41 -5.31 -0.74
H 2.99 -4.16 1.40
H 2.09 -1.86 1.79
O -2.55 -1.22 -0.72
S -2.65 0.02 0.03
O -3.84 0.79 -0.35
O -1.47 0.87 0.13
C -3.01 -0.46 1.75
C -4.19 0.12 2.29
C -4.61 -0.15 3.59
C -3.87 -1.00 4.39
C -2.71 -1.57 3.88
C -2.26 -1.32 2.55
S -0.71 -2.18 2.10
O -1.03 -2.95 0.90
O -0.47 -3.06 3.26
O 0.28 -1.12 2.00
H -4.79 0.79 1.68
H -5.52 0.32 3.97
H -4.17 -1.21 5.41
H -2.13 -2.23 4.52
I 3.00 2.18 1.39
C 2.48 0.20 0.82
H 2.70 -0.50 1.66
H 3.06 -0.10 -0.07
N 2.49 4.15 -0.88
C 0.99 4.18 -0.86
C 0.45 2.90 -0.21
N 0.97 1.66 -0.81
C 2.44 1.66 -0.88
C 3.03 2.91 -1.55
H 2.83 4.18 0.09
H 2.86 4.99 -1.35
H 0.66 4.28 -1.90
H 0.70 5.07 -0.30
H -0.65 2.89 -0.28
H 0.69 2.90 0.86
H 0.57 1.52 -1.77
H 2.77 0.77 -1.42
H 2.84 1.57 0.14
H 2.76 2.98 -2.61
H 4.12 2.95 -1.44
H 0.44 1.36 1.56
```

total charge = +1
largest force on an atom = 18.50 eV/A
spin multiplicity = 2
frontier orbital gap (alpha / beta) = 0.27192 / 0.25560 Eh
molar mass = 807.706 g mol⁻¹

These are the natural (NBO) partial charges, in e, on atoms 1 to 6:
1 Re 1.14
2 C -0.20
3 C -0.14
4 C -0.20
5 C 0.27
6 N -0.48


Density functional theory data (ωB97M-V/def2-TZVPD) for the ion C8H11N2O4 with charge +1 at a distorted geometry.

```
25
C8H11N2O4 (ωB97M-V/def2-TZVPD)
C -2.36 -0.24 -0.43
C 1.27 -0.24 -0.01
C 0.14 0.41 0.17
C 2.62 0.32 -0.19
C -4.55 -0.79 -0.49
C -1.08 -0.44 0.40
C -0.05 1.91 0.28
C 4.88 -0.38 -0.35
N -3.35 -1.07 -0.17
N -1.17 -1.41 1.28
O 2.86 1.46 -0.48
O -5.06 0.47 -0.44
O -4.12 1.39 -0.53
O 3.52 -0.69 -0.15
H -2.41 0.41 -1.33
H 1.30 -1.29 -0.02
H -5.34 -1.65 -0.36
H 0.79 2.20 0.86
H -0.89 2.11 0.86
H -0.05 2.44 -0.62
H 5.02 -0.47 -1.50
H 5.34 -1.27 0.00
H 5.20 0.55 0.02
H -0.56 -1.58 1.98
H -1.95 -2.16 1.24
```

total charge = +1
largest force on an atom = 5.12 eV/A
energy relative to the best compared isomer or geometry (same formula, charge and spin) = 58.83 kcal/mol
frontier orbital gap (alpha / beta) = 0.24965 / 0.27998 Eh
molar mass = 199.186 g mol⁻¹

These are the natural (NBO) partial charges, in e, on atoms 1 to 6:
1 C 0.05
2 C -0.20
3 C -0.02
4 C 0.73
5 C 0.41
6 C 0.39


Density functional theory data (ωB97M-V/def2-TZVPD) for the molecule C22H26N2O4.

```
54
C22H26N2O4 (ωB97M-V/def2-TZVPD)
C -0.44 3.07 2.88
C -0.29 1.58 2.64
O 1.07 1.20 2.44
C 1.89 1.35 3.53
C 2.88 2.33 3.50
C 3.71 2.52 4.59
C 3.56 1.75 5.73
C 2.59 0.77 5.77
C 1.77 0.54 4.67
C 0.79 -0.58 4.72
O 0.03 -0.81 5.62
O 0.89 -1.32 3.61
C -0.02 -2.40 3.41
H -0.81 -2.36 4.17
H 0.52 -3.34 3.53
C -0.65 -2.37 2.01
O -1.52 -3.16 1.73
N -0.13 -1.42 1.21
C -0.48 -1.09 -0.10
C 0.20 -0.03 -0.71
C -0.10 0.35 -2.00
C -1.09 -0.31 -2.75
C -1.76 -1.36 -2.12
C -1.47 -1.74 -0.82
H -2.00 -2.56 -0.37
H -2.53 -1.91 -2.64
N -1.41 0.14 -4.02
C -0.36 0.51 -4.94
H 0.49 0.94 -4.41
C 0.10 -0.70 -5.76
C -1.08 -1.31 -6.51
C -2.20 -1.65 -5.53
C -2.55 -0.40 -4.72
H -3.36 -0.59 -4.02
H -2.90 0.38 -5.41
H -3.08 -2.01 -6.07
H -1.86 -2.44 -4.86
H -0.76 -2.20 -7.05
H -1.44 -0.59 -7.25
H 0.89 -0.40 -6.46
H 0.52 -1.44 -5.08
H -0.76 1.28 -5.62
H 0.43 1.20 -2.42
H 0.96 0.50 -0.15
H 0.60 -0.84 1.61
H 2.46 0.14 6.64
H 4.19 1.91 6.59
H 4.47 3.28 4.55
H 2.97 2.94 2.62
H -0.71 1.02 3.49
H -0.80 1.28 1.73
H -0.01 3.63 2.05
H -1.50 3.32 2.96
H 0.06 3.37 3.80
```

SMILES string = CCOc1ccccc1C(=O)OCC(=O)Nc1ccc(N2CCCCC2)cc1
largest force on an atom = 0.75 eV/A
energy relative to the best compared isomer or geometry (same formula, charge and spin) = 41.44 kcal/mol
frontier orbital gap = 0.28910 Eh
molar mass = 382.460 g mol⁻¹

These are the natural (NBO) partial charges, in e, on atoms 1 to 6:
1 C -0.64
2 C -0.07
3 O -0.56
4 C 0.40
5 C -0.28
6 C -0.18


Density functional theory data (ωB97M-V/def2-TZVPD) for the molecule H2N4O2 at a distorted geometry.

```
8
H2N4O2 (ωB97M-V/def2-TZVPD)
N -0.75 -0.95 -1.35
N 0.49 -0.08 -3.07
N -0.34 -0.72 -0.11
N 0.07 -0.84 -2.25
O 1.03 -0.24 -0.02
O 1.30 -0.18 -3.97
H 1.18 0.30 -0.85
H -1.03 -0.20 0.49
```

SMILES string = O=N/N=N/NO
largest force on an atom = 5.21 eV/A
energy relative to the best compared isomer or geometry (same formula, charge and spin) = 120.56 kcal/mol
frontier orbital gap (alpha / beta) = 0.29881 / 0.29871 Eh
molar mass = 90.042 g mol⁻¹

These are the natural (NBO) partial charges, in e, on atoms 1 to 6:
1 N 0.01
2 N 0.23
3 N -0.16
4 N -0.01
5 O -0.55
6 O -0.39


Density functional theory data (ωB97M-V/def2-TZVPD) for the molecule C11H22N6O4 at a distorted geometry.

```
43
C11H22N6O4 (ωB97M-V/def2-TZVPD)
C 1.56 1.84 -0.63
C 2.62 1.18 0.29
C 0.90 0.74 -1.47
C -0.22 1.23 -2.36
C -0.83 0.11 -3.21
C -2.59 -0.87 -1.73
C 0.96 0.56 2.10
C 1.13 1.40 3.35
C 0.43 -0.83 2.50
C 0.04 -1.67 1.29
C -0.35 -3.09 1.70
H 2.34 3.68 -0.91
H 3.07 2.48 -1.74
H 0.77 2.36 -0.03
H 1.67 0.31 -2.09
H 0.51 -0.05 -0.79
H -1.02 1.72 -1.74
H 0.18 2.04 -3.01
H -0.06 -0.35 -3.83
H -1.58 0.52 -3.94
H -0.81 -1.72 -2.13
H -3.74 -1.65 -0.41
H -3.11 0.90 -2.62
H -4.18 0.38 -1.42
H 2.99 0.16 1.94
H 0.18 1.06 1.50
H 1.17 -1.40 3.08
H -0.45 -0.69 3.18
H 0.89 -1.76 0.64
H -0.75 -1.22 0.72
H -1.78 -3.13 0.17
H -1.56 -4.61 1.17
H 0.19 2.27 4.69
N 2.13 2.84 -1.49
N -1.44 -0.97 -2.46
N -2.83 -1.76 -0.81
N -3.47 0.12 -2.10
N 2.22 0.48 1.39
N -1.25 -3.67 0.86
O 3.79 1.22 -0.03
O 2.18 1.66 3.88
O 0.15 -3.65 2.66
O -0.05 1.82 3.85
```

SMILES string = [H]/N=C(\N)NCCC[C@H](N)C(=O)N[C@@H](CCC(N)=O)C(=O)O
largest force on an atom = 1.48 eV/A
energy relative to the best compared isomer or geometry (same formula, charge and spin) = 1.08 kcal/mol
frontier orbital gap = 0.35473 Eh
molar mass = 302.335 g mol⁻¹

These are the natural (NBO) partial charges, in e, on atoms 1 to 6:
1 C -0.14
2 C 0.67
3 C -0.40
4 C -0.42
5 C -0.22
6 C 0.61


Which value of largest force on an atom does entry 7 give? 5.21 eV/A